No. 1
{"formula": "C7H13N4O2", "method": "wB97M-V/def2-TZVPD", "symbols": ["C", "C", "C", "C", "C", "C", "C", "N", "N", "N", "N", "O", "O", "H", "H", "H", "H", "H", "H", "H", "H", "H", "H", "H", "H", "H"], "xyz": [[-2.7091, 1.6444, 0.3125], [-3.1506, 0.3445, 0.1141], [-1.2988, 1.7388, 0.3158], [0.5201, -0.1098, 0.1657], [-2.0004, -1.8956, -0.0822], [3.7339, 0.1615, -0.6299], [1.5755, 0.9298, 0.1632], [-2.0433, -0.4807, -0.1168], [-0.8740, 0.3361, 0.1339], [-4.4415, -0.1232, 0.1194], [2.7581, 0.3636, 0.5755], [-0.4800, 2.6250, 0.1490], [0.7577, -1.2837, 0.2968], [-3.3882, 2.5567, 0.4155], [-2.8780, -2.1383, -0.7941], [-1.1210, -2.3176, -0.5448], [-2.0306, -2.3489, 0.9076], [3.2149, -0.0737, -1.5202], [4.2589, 1.0908, -0.7291], [4.5001, -0.5184, -0.3098], [1.1675, 1.9221, 0.5708], [1.6995, 1.1562, -0.8444], [-5.2521, 0.3678, -0.2984], [-4.4284, -1.1278, -0.2766], [2.5323, -0.5587, 0.9053], [3.2462, 1.0140, 1.3272]], "nbo_charge": [-0.48, 0.44, 0.63, 0.69, -0.42, -0.39, -0.41, -0.22, -0.31, -0.78, -0.51, -0.64, -0.59, 0.26, 0.21, 0.25, 0.22, 0.24, 0.23, 0.24, 0.34, 0.25, 0.43, 0.39, 0.46, 0.46], "relative_energy_kcal_mol": 43.60, "total_charge": 1, "smiles": "C[NH2+]CC(=O)n1c(=O)cc(N)n1C"}

***

No. 2
{"formula": "C4H5ClN2", "method": "wB97M-V/def2-TZVPD", "symbols": ["C", "C", "C", "C", "N", "N", "Cl", "H", "H", "H", "H", "H"], "xyz": [[1.2243, 1.5438, 0.0205], [-0.1589, 1.7971, 0.0262], [1.3242, 0.1966, 0.0031], [-1.2812, -1.8991, -0.0272], [-0.8608, 0.6863, 0.0139], [-0.0517, -0.3586, -0.0025], [2.6288, -0.8895, -0.0095], [2.0580, 2.2145, 0.0301], [-0.6282, 2.7595, 0.0382], [-0.8487, -2.5980, 0.6611], [-1.2916, -2.1409, -1.0729], [-2.1142, -1.3117, 0.3191]], "nbo_charge": [-0.35, -0.08, 0.05, -0.23, -0.29, -0.23, 0.04, 0.24, 0.21, 0.21, 0.21, 0.23], "relative_energy_kcal_mol": 75.87, "total_charge": 0}

***

No. 3
{"formula": "C58H82AsCsF9N7O4P4SSi2", "method": "wB97M-V/def2-TZVPD", "symbols": ["Cs", "C", "Si", "C", "C", "N", "P", "C", "P", "N", "Si", "C", "C", "C", "C", "C", "C", "C", "C", "C", "C", "C", "C", "C", "C", "C", "C", "C", "C", "C", "C", "C", "C", "C", "C", "C", "C", "C", "H", "H", "H", "H", "H", "H", "H", "H", "H", "H", "H", "H", "H", "H", "H", "H", "H", "H", "H", "H", "H", "H", "H", "H", "H", "H", "H", "H", "H", "H", "H", "H", "H", "H", "H", "H", "H", "H", "C", "N", "C", "P", "O", "O", "P", "O", "N", "C", "C", "N", "C", "C", "N", "C", "C", "H", "H", "H", "H", "H", "H", "H", "H", "H", "H", "H", "H", "H", "H", "H", "H", "H", "H", "H", "H", "H", "H", "H", "H", "F", "C", "F", "F", "C", "O", "C", "F", "F", "F", "C", "F", "F", "F", "C", "As", "C", "C", "H", "H", "H", "H", "H", "H", "H", "H", "H", "N", "S", "C", "C", "C", "C", "C", "C", "C", "C", "C", "C", "C", "C", "H", "H", "H", "H", "H", "H", "H", "H", "H", "H", "H"], "xyz": [[0.5361, -0.4403, 0.7797], [1.2594, 0.5242, 4.6300], [0.5193, 2.1777, 4.1146], [1.7978, 3.4892, 4.6391], [-0.9760, 2.4438, 5.2403], [0.2585, 2.1807, 2.4621], [-0.7413, 2.7897, 1.3736], [-0.5504, 2.0652, -0.1000], [-1.4558, 1.9026, -1.4647], [-1.0912, 0.6584, -2.4126], [-1.4891, 0.2675, -3.9880], [-3.3262, 0.0578, -4.3907], [-0.6835, -1.3928, -4.4562], [-0.8352, 1.4476, -5.3222], [-3.2600, 1.8622, -1.1032], [-3.9704, 3.0017, -0.7372], [-5.2985, 2.9266, -0.3450], [-5.9356, 1.6933, -0.2966], [-5.2298, 0.5447, -0.6349], [-3.9068, 0.6314, -1.0352], [-1.2757, 3.3500, -2.6287], [0.0392, 3.7012, -2.9370], [0.3230, 4.7075, -3.8384], [-0.7098, 5.3987, -4.4692], [-2.0199, 5.0565, -4.1821], [-2.2953, 4.0380, -3.2743], [-0.4495, 4.6274, 1.3551], [-0.2017, 5.2835, 0.1589], [0.0694, 6.6463, 0.1236], [0.0901, 7.3770, 1.3005], [-0.1606, 6.7350, 2.5093], [-0.4233, 5.3760, 2.5299], [-2.4385, 2.7433, 2.0983], [-2.8963, 1.5043, 2.5452], [-4.1510, 1.3620, 3.1072], [-4.9762, 2.4723, 3.2464], [-4.5342, 3.7131, 2.8169], [-3.2772, 3.8433, 2.2409], [1.5279, 0.4961, 5.6860], [2.1514, 0.3084, 4.0402], [0.5647, -0.2976, 4.4506], [2.2463, 3.2448, 5.6035], [1.3737, 4.4905, 4.7127], [2.5909, 3.5289, 3.8908], [-0.6318, 2.5209, 6.2743], [-1.6600, 1.5989, 5.1801], [-1.5528, 3.3385, 5.0033], [-3.8024, -0.6690, -3.7348], [-3.4567, -0.2748, -5.4235], [-3.8618, 1.0001, -4.2676], [-1.3072, -2.2396, -4.1805], [0.2671, -1.5000, -3.9327], [-0.4900, -1.4664, -5.5264], [-1.3478, 2.4080, -5.3292], [-0.9608, 0.9850, -6.3042], [0.2252, 1.6542, -5.1744], [-3.4676, 3.9641, -0.7175], [-5.8226, 3.8261, -0.0447], [-6.9692, 1.6244, 0.0226], [-5.7112, -0.4269, -0.5770], [-3.3508, -0.2641, -1.2903], [0.8473, 3.1676, -2.4440], [1.3558, 4.9541, -4.0591], [-0.4898, 6.1908, -5.1757], [-2.8380, 5.5765, -4.6683], [-3.3298, 3.7740, -3.0891], [-0.2177, 4.7029, -0.7527], [0.2579, 7.1304, -0.8277], [0.2991, 8.4411, 1.2820], [-0.1457, 7.2958, 3.4366], [-0.6154, 4.8884, 3.4777], [-2.2250, 0.6541, 2.4855], [-4.4779, 0.3881, 3.4478], [-5.9569, 2.3673, 3.6949], [-5.1720, 4.5843, 2.9194], [-2.9572, 4.8187, 1.8920], [6.7692, 1.4766, 1.2305], [5.6632, 0.7456, 1.8193], [5.2056, 1.2871, 3.0930], [4.6003, -0.1325, 0.9198], [3.2984, -0.3182, 1.5663], [4.5671, 0.6813, -0.4873], [3.2925, 0.9689, -1.4714], [2.1361, 0.1532, -1.0910], [3.8773, 0.6039, -2.9651], [5.2681, 0.6022, -3.3450], [2.9513, 0.0497, -3.9359], [3.0991, 2.5962, -1.3698], [4.0450, 3.4810, -2.0198], [2.6320, 3.0808, -0.0635], [5.3063, -1.5774, 0.5086], [4.4204, -2.4602, -0.2419], [6.6580, -1.5650, -0.0146], [6.6442, 2.5493, 1.4158], [6.8071, 1.3368, 0.1511], [7.7301, 1.1650, 1.6550], [6.0018, 1.1951, 3.8355], [4.3320, 0.7435, 3.4386], [4.9375, 2.3423, 2.9837], [5.8866, 0.9962, -2.5400], [5.4332, 1.2206, -4.2352], [5.6117, -0.4154, -3.5691], [1.9286, 0.1648, -3.5810], [3.1461, -1.0172, -4.0956], [3.0525, 0.5757, -4.8893], [4.2847, 3.1252, -3.0192], [4.9764, 3.5911, -1.4437], [3.5880, 4.4684, -2.1104], [1.6774, 2.6028, 0.1709], [2.4450, 4.1526, -0.1495], [3.3849, 2.9160, 0.7163], [3.4394, -2.4821, 0.2239], [4.8381, -3.4676, -0.2211], [4.3104, -2.1399, -1.2849], [7.3359, -1.0825, 0.6882], [6.7356, -1.0595, -0.9873], [6.9907, -2.5968, -0.1436], [-3.6804, -2.6167, 5.6448], [-2.6753, -2.4019, 4.7558], [-1.9964, -1.3478, 5.2008], [-3.2690, -2.0331, 3.6020], [-1.7359, -3.6380, 4.5226], [-0.6229, -3.2922, 3.9519], [-2.5343, -4.6754, 3.6593], [-2.5745, -4.3167, 2.3740], [-1.9512, -5.8902, 3.6985], [-3.8231, -4.8641, 4.0456], [-1.4769, -4.3026, 5.9255], [-2.5356, -4.9762, 6.4486], [-0.4702, -5.1835, 5.8713], [-1.1326, -3.3788, 6.8394], [1.1974, -6.3370, 2.6249], [0.8147, -4.6801, 1.6331], [1.9625, -5.1671, 0.0827], [2.1561, -3.6174, 2.5922], [2.2761, -6.4862, 2.7119], [0.7527, -7.1859, 2.1023], [0.7552, -6.2647, 3.6167], [2.9686, -5.4372, 0.4087], [2.0041, -4.3296, -0.6119], [1.5135, -6.0133, -0.4411], [3.1404, -4.0843, 2.5051], [1.8291, -3.5716, 3.6298], [2.2069, -2.5944, 2.2287], [-0.4619, -2.7870, -1.1515], [-1.3598, -4.0605, -1.1351], [-1.0025, -5.1665, -2.5173], [-1.6245, -6.4074, -2.5889], [-1.2875, -7.2823, -3.6062], [-0.3243, -6.9224, -4.5422], [0.3058, -5.6922, -4.4525], [-0.0262, -4.8105, -3.4321], [-3.0633, -3.6828, -1.5504], [-3.8653, -3.3592, -0.4632], [-5.1967, -3.0336, -0.6717], [-5.7162, -3.0217, -1.9584], [-4.9076, -3.3456, -3.0398], [-3.5789, -3.6827, -2.8383], [-0.5750, -2.1917, -1.9728], [-2.3658, -6.6815, -1.8503], [-1.7704, -8.2484, -3.6662], [-0.0592, -7.6107, -5.3341], [1.0620, -5.4146, -5.1751], [0.4673, -3.8559, -3.3236], [-3.4481, -3.3552, 0.5334], [-5.8233, -2.7895, 0.1779], [-6.7518, -2.7523, -2.1196], [-5.3068, -3.3195, -4.0459], [-2.9495, -3.9496, -3.6770]], "mulliken_charge": [1.83, -0.25, 0.11, -1.11, -0.95, 0.75, 1.15, -1.46, 0.32, 0.64, 0.37, -1.02, -0.41, -1.06, 0.33, 0.19, -0.83, -1.03, -0.20, -0.89, 0.35, -0.02, -0.40, -0.90, -0.64, -1.06, -0.44, -0.20, -0.58, -0.76, -1.00, -0.20, 1.15, -0.57, -0.68, -0.67, -0.92, -0.64, 0.41, -0.27, -0.07, 0.38, 0.31, 0.21, 0.47, 0.05, 0.27, -0.06, 0.43, 0.26, -0.22, -0.17, 0.61, 0.28, 0.51, 0.13, 0.46, 0.33, 0.34, -0.03, 0.55, -0.18, 0.42, 0.33, 0.34, 0.31, 0.25, 0.49, 0.33, 0.43, 0.61, 0.61, 0.44, 0.32, 0.31, 0.39, -1.04, 0.52, -0.85, -0.37, -0.74, 0.38, -1.12, 0.25, 0.94, -1.09, -0.69, 1.38, -1.19, -1.56, 0.20, -0.74, -0.84, 0.34, 0.24, 0.34, 0.37, 0.03, 0.35, 0.23, 0.35, 0.30, -0.30, 0.26, 0.41, 0.37, 0.13, 0.29, 0.67, 0.60, -0.09, -0.08, 0.52, 0.25, 0.26, 0.17, 0.38, -0.34, 0.28, -0.25, -0.23, 1.03, -0.66, 0.34, 0.04, -0.29, -0.34, 0.44, -0.30, -0.25, -0.27, -1.25, 0.92, -1.15, -0.85, 0.38, 0.36, 0.22, 0.46, -0.02, 0.50, 0.47, 0.34, -0.06, 1.13, 0.37, -0.15, -0.30, -0.68, -0.37, -0.79, -0.09, 0.16, -0.76, -0.54, -0.18, -0.88, -0.25, -0.84, 0.49, 0.38, 0.35, 0.40, 0.43, 0.49, 0.43, 0.35, 0.33, 0.25], "relative_energy_kcal_mol": 0.00, "total_charge": -2}

***

No. 4
{"formula": "C3H8OS", "method": "wB97M-V/def2-TZVPD", "symbols": ["C", "O", "C", "C", "S", "H", "H", "H", "H", "H", "H", "H", "H"], "xyz": [[0.2107, -0.3180, 1.4674], [1.4878, 0.1633, 1.7921], [-0.0507, -0.7242, -0.0406], [-0.9216, 0.1459, -0.9216], [0.4042, 1.2468, -1.7903], [-0.0034, -1.1588, 2.0687], [-0.5181, 0.4647, 1.7444], [1.6756, 0.9778, 1.2948], [0.9887, -0.7768, -0.3517], [-0.3238, -1.7828, 0.0722], [-1.6626, 0.8724, -0.5407], [-1.2766, -0.5588, -1.6764], [-0.0101, 1.4484, -3.1185]], "nbo_charge": [-0.05, -0.72, -0.48, -0.46, -0.15, 0.18, 0.15, 0.47, 0.24, 0.22, 0.23, 0.23, 0.15], "relative_energy_kcal_mol": 24.58, "total_charge": 0, "smiles": "OCCCS"}

***

The evaluated DFT total energy for the records listed, in turn: -17516.6431 -19728.6547 -229697.1176 -16122.1714 eV.
The evaluated gap between HOMO and LUMO for the records listed, in turn: 8.4 8.6 4.7 10.0 eV.